(w)
Molecular formula: C22H66O11
Method: DFT, ωB97M-V with the def2-TZVPD basis set

The value obtained for the gap between HOMO and LUMO is 9.78 eV. The molar mass is 506.76 Da. Its structure (SMILES) is CCO.CCO.CCO.CCO.CCO.CCO.CCO.CCO.CCO.CCO.CCO. For the LUMO energy, the calculation gives 0.25 eV.

```
99
C22H66O11, DFT ωB97M-V with the def2-TZVPD basis set
C 14.86752 7.28060 12.24034
C 15.10009 8.61534 11.49322
O 16.38907 8.49073 10.89402
H 15.64808 7.15247 12.99028
H 14.85149 6.39857 11.60012
H 13.95282 7.19517 12.82696
H 14.98300 9.50555 12.11120
H 14.41799 8.70757 10.64804
H 17.00188 8.37870 11.62444
C 8.49234 9.32603 10.39132
C 8.34371 10.86862 10.59058
O 8.87433 11.47150 9.45958
H 9.46688 9.02768 10.00485
H 7.68813 9.03773 9.71440
H 8.36879 8.82338 11.35058
H 8.84416 11.17052 11.51062
H 7.29941 11.17109 10.66836
H 8.86869 12.41288 9.64763
C 10.78266 6.62505 11.79562
C 9.90800 6.20234 13.00270
O 8.52108 6.29317 12.65490
H 10.72321 7.69610 11.60216
H 10.31780 6.19914 10.90646
H 11.83001 6.32666 11.84158
H 10.15185 6.91204 13.79324
H 10.20573 5.20140 13.31506
H 8.05890 5.98016 13.43594
C 9.35304 12.66677 17.79119
C 10.13155 12.42439 16.48565
O 11.45294 12.35394 16.81626
H 9.43965 13.63904 18.27624
H 9.81327 12.09094 18.59414
H 8.29183 12.42355 17.73845
H 9.82122 13.09656 15.68566
H 9.84005 11.42883 16.15100
H 11.92197 11.88075 16.12510
C 11.42574 10.65849 13.11196
C 12.04246 9.87012 14.24828
O 12.73479 10.65570 15.16710
H 10.99192 9.97253 12.38438
H 12.18517 11.24777 12.59804
H 10.71401 11.39040 13.49384
H 12.71174 9.08988 13.88582
H 11.26058 9.25953 14.69988
H 13.24324 10.06577 15.72840
C 13.49859 10.60568 20.63309
C 12.80929 10.95384 19.30382
O 12.80934 12.39334 19.13216
H 12.84401 10.93326 21.44074
H 14.40219 11.19582 20.78592
H 13.66242 9.53130 20.71654
H 11.80471 10.53187 19.27436
H 13.36741 10.51591 18.47628
H 12.39589 12.55570 18.28110
C 10.93811 13.72888 11.47274
C 10.31141 14.59296 10.41868
O 9.07094 14.06470 10.04548
H 11.77220 14.25928 11.93216
H 11.25817 12.83460 10.93802
H 10.21153 13.41964 12.22410
H 10.96169 14.67563 9.54782
H 10.24704 15.60420 10.82036
H 8.66631 14.54714 9.32082
C 13.38441 10.57557 8.21895
C 12.03517 11.24211 8.64184
O 11.00796 10.71685 7.93760
H 13.56762 10.64814 7.14692
H 13.44762 9.50074 8.38878
H 14.27718 10.95908 8.71290
H 12.15890 12.31287 8.47981
H 11.83703 11.06415 9.69880
H 10.21929 10.96276 8.42660
C 16.04684 9.73729 17.11396
C 15.24521 8.66042 16.33292
O 13.89004 8.72891 16.67437
H 15.63096 10.73385 16.96554
H 17.07669 9.78713 16.76036
H 16.06935 9.46377 18.16884
H 15.54450 7.65902 16.64230
H 15.32622 8.80652 15.25580
H 13.70469 7.97675 17.24136
C 7.33996 11.44290 14.34516
C 7.55512 10.00060 14.69156
O 6.37989 9.40495 15.19436
H 8.22218 11.97598 13.99076
H 6.99070 11.96985 15.23312
H 6.52515 11.49176 13.62282
H 8.36128 9.89922 15.41814
H 7.92563 9.45065 13.82648
H 5.69223 9.34726 14.52698
C 10.42970 8.26279 17.31412
C 9.80404 8.78117 18.58816
O 8.73906 7.93423 18.88993
H 11.19903 9.00125 17.08846
H 9.68781 8.14703 16.52400
H 10.94485 7.31107 17.44432
H 9.40707 9.76658 18.34430
H 10.52808 8.84962 19.40007
H 8.10817 8.41712 19.42880
```

Löwdin population analysis, charges in e, atoms 1 to 4: -0.088 -0.292 -0.083 0.062

---

(x)
Molecular formula: C22H66O11
Method: DFT, ωB97M-V with the def2-TZVPD basis set

The value obtained for the gap between HOMO and LUMO is 9.70 eV. The molar mass is 506.76 Da. Its structure (SMILES) is CCO.CCO.CCO.CCO.CCO.CCO.CCO.CCO.CCO.CCO.CCO. For the LUMO energy, the calculation gives 0.37 eV.

```
99
C22H66O11, DFT ωB97M-V with the def2-TZVPD basis set
C 4.86448 1.62302 4.04122
C 3.56024 1.44922 3.25244
O 3.22693 0.10434 3.44017
H 5.38515 2.55862 3.83715
H 5.51662 0.77288 3.84101
H 4.59899 1.60641 5.09827
H 3.73855 1.65836 2.19765
H 2.79988 2.16669 3.56095
H 2.50148 -0.09273 4.03722
C 0.01761 1.57631 3.51256
C -0.27912 2.95365 2.91457
O -0.82929 2.80168 1.60916
H 0.55154 1.55816 4.46266
H 0.58182 0.97361 2.80086
H -0.89792 0.98478 3.51430
H 0.65181 3.52064 2.91551
H -0.97380 3.50795 3.54566
H -0.19698 2.38274 1.02071
C -0.65777 6.00792 -2.18332
C -0.87462 4.56481 -2.10295
O -0.22806 4.05452 -3.29564
H -1.22300 6.38423 -3.03597
H 0.40369 6.17459 -2.36665
H -0.87798 6.58152 -1.28300
H -1.92594 4.36500 -2.31008
H -0.58524 4.02282 -1.20262
H 0.72261 4.00962 -3.16996
C 0.62425 -2.96829 3.51426
C 0.21464 -2.00320 4.71884
O 1.30959 -1.24161 5.21337
H 1.37549 -3.68822 3.83895
H 1.02361 -2.33045 2.72574
H -0.14200 -3.64736 3.14033
H -0.28995 -2.64525 5.44083
H -0.51196 -1.22340 4.49067
H 0.92651 -0.73493 5.93318
C 2.78763 4.58105 -0.31145
C 3.36062 4.20738 -1.65176
O 2.45837 4.57137 -2.72078
H 2.51343 5.63596 -0.32034
H 3.50081 4.42034 0.49704
H 1.88583 4.06017 0.01033
H 3.58653 3.15231 -1.80636
H 4.21703 4.84933 -1.85809
H 2.78960 5.39660 -3.08256
C 0.57263 -1.00123 -0.03373
C 1.54863 0.11191 0.26836
O 0.96724 1.40350 -0.08592
H 0.94890 -1.93543 0.38314
H 0.36898 -1.15472 -1.09348
H -0.47085 -0.95458 0.27785
H 2.51638 -0.01049 -0.21802
H 1.74732 0.12918 1.33996
H 1.04891 1.58417 -1.02523
C -1.03915 -2.77474 -3.82817
C -0.31219 -3.97395 -4.49635
O 0.68415 -3.65361 -5.42922
H -1.93191 -3.22281 -3.39192
H -1.31691 -2.04116 -4.58502
H -0.42976 -2.37169 -3.01928
H -1.03456 -4.50965 -5.11224
H 0.37138 -4.52437 -3.84992
H 1.16466 -4.45419 -5.65236
C 0.08401 0.76012 -4.98718
C -1.12004 1.16587 -4.10382
O -1.77202 2.18255 -4.80654
H 0.76019 0.19448 -4.34614
H 0.73632 1.58920 -5.26141
H -0.36301 0.23138 -5.82903
H -0.69316 1.46454 -3.14639
H -1.73261 0.29240 -3.88044
H -1.38882 3.02581 -4.55420
C -4.46135 -4.44513 -0.09501
C -3.83483 -3.00264 0.03320
O -2.52111 -3.26628 0.47173
H -5.44079 -4.36472 -0.56654
H -4.52932 -5.19402 0.69407
H -3.79325 -4.93767 -0.80152
H -4.47119 -2.48455 0.75065
H -3.83997 -2.30078 -0.80074
H -2.31902 -2.61195 1.14450
C -2.59835 0.92040 -0.72650
C -3.48057 1.84082 0.15024
O -3.18545 1.46099 1.48312
H -1.54036 1.17676 -0.78160
H -2.90991 1.14451 -1.74670
H -2.69258 -0.15284 -0.56109
H -4.50873 1.54896 -0.06380
H -3.39746 2.90370 -0.07665
H -2.23688 1.58942 1.55604
C -0.19521 -5.59189 0.98868
C -0.02685 -6.37038 2.19548
O 0.27026 -7.72118 1.81970
H 0.55036 -5.80616 0.22297
H -0.05262 -4.51919 1.11939
H -1.12591 -5.98492 0.57948
H -0.84497 -6.36387 2.91571
H 0.89649 -6.00245 2.64288
H 1.17282 -7.68091 1.49509
```

Löwdin population analysis, charges in e, atoms 1 to 4: -0.081 -0.333 -0.089 0.067

---

What is the least stable structure shown above? It is (x).